Here is a structure of composition C67H51Cl3KN15O2S2Sb from OMol25. Energies are from the ωB97M-V functional and the def2-TZVPD basis.

Computed properties:
Charge: -1
Largest force on an atom (eV/Å): 2.62
HOMO level (eV): -4.92
Orbital gap (Ha): 0.248
E (eV): -178856.5304
Relative energy (zero: lowest compared OMol25 entry of this formula, charge and spin) (kcal/mol): 21.6

Last column: Mulliken charge in e.
CARTESIAN COORDINATES (ANGSTROEM)
1 K 0.785 1.236 1.589  1.864
2 N 4.120 -0.559 -2.366  0.275
3 C 3.567 -1.794 -2.624  0.417
4 C 3.864 -2.780 -3.560  -1.098
5 C 3.103 -3.935 -3.508  -0.573
6 C 2.073 -4.087 -2.566  -1.336
7 C 1.779 -3.096 -1.646  -0.111
8 C 2.547 -1.930 -1.671  0.236
9 N 2.500 -0.803 -0.854  0.508
10 C 3.445 -0.027 -1.290  -0.491
11 C 3.900 1.226 -0.679  -0.981
12 C 5.114 1.795 -0.931  -0.183
13 S 5.346 3.164 0.057  -0.326
14 C 3.795 2.897 0.754  -0.597
15 N 3.158 1.870 0.287  1.212
16 H 4.825 -0.096 -2.908  0.264
17 H 4.647 -2.649 -4.299  0.417
18 H 3.295 -4.732 -4.218  0.355
19 H 1.495 -5.004 -2.565  0.446
20 H 0.972 -3.212 -0.931  0.760
21 H 5.883 1.485 -1.623  0.487
22 H 3.408 3.553 1.530  0.287
23 S -1.906 1.123 -0.540  -0.121
24 C -1.789 0.870 -2.255  -1.108
25 N -2.685 0.263 -2.951  -0.383
26 N -2.470 0.207 -4.346  0.053
27 C -1.544 -0.573 -5.018  0.148
28 C -0.636 -1.415 -4.373  0.121
29 C 0.265 -2.164 -5.114  -0.094
30 C 0.292 -2.100 -6.503  -0.799
31 C -0.623 -1.277 -7.150  -0.546
32 C -1.533 -0.528 -6.422  -0.779
33 N -0.688 1.623 -2.764  0.486
34 N 0.300 1.034 -3.146  0.259
35 C 1.371 1.879 -3.526  -0.446
36 C 1.837 2.901 -2.709  0.367
37 C 2.949 3.642 -3.089  -0.958
38 C 3.603 3.363 -4.282  -0.878
39 C 3.137 2.332 -5.093  -0.536
40 C 2.029 1.587 -4.717  -0.298
41 H -3.317 0.391 -4.846  0.332
42 H -0.641 -1.486 -3.293  0.430
43 H 0.947 -2.822 -4.591  0.375
44 H 1.005 -2.688 -7.071  0.403
45 H -0.632 -1.219 -8.233  0.353
46 H -2.248 0.111 -6.934  0.346
47 H 1.337 3.085 -1.766  0.554
48 H 3.302 4.445 -2.452  0.579
49 H 4.471 3.941 -4.580  0.378
50 H 3.639 2.108 -6.028  0.431
51 H 1.640 0.791 -5.346  0.344
52 Cl 7.473 1.787 5.725  -0.274
53 C 6.023 1.406 4.819  0.359
54 C 5.953 0.224 4.104  -0.641
55 C 4.811 -0.078 3.383  0.763
56 Cl 4.782 -1.575 2.501  -0.196
57 C 3.659 0.775 3.330  -1.331
58 O 2.574 0.521 2.707  0.661
59 C 3.834 1.974 4.084  0.375
60 Cl 2.491 3.082 4.063  -0.166
61 C 4.963 2.291 4.814  -0.661
62 H 6.785 -0.469 4.103  0.438
63 H 5.011 3.216 5.373  0.438
64 C -1.012 6.183 -1.816  -0.936
65 N -0.629 5.660 -0.501  1.039
66 C -0.637 4.397 -0.035  0.230
67 N -0.098 4.364 1.172  -0.232
68 C 0.220 5.669 1.400  -0.390
69 N -0.082 6.492 0.417  -1.415
70 C -1.900 5.217 -2.559  0.431
71 C -1.553 4.712 -3.805  -0.430
72 C -2.370 3.780 -4.437  -1.091
73 C -3.507 3.304 -3.803  -0.086
74 C -3.845 3.793 -2.546  1.097
75 C -3.063 4.773 -1.949  -0.619
76 C -4.878 3.194 -1.690  0.103
77 N -5.584 3.790 -0.791  -0.607
78 N -6.141 2.785 -0.002  -0.582
79 C -5.726 1.667 -0.494  0.111
80 O -4.963 1.848 -1.595  0.043
81 C -5.774 0.353 0.163  0.716
82 C -6.069 -0.844 -0.480  -0.356
83 C -5.967 -2.034 0.222  -0.838
84 C -5.510 -2.046 1.538  -0.437
85 C -5.195 -0.855 2.174  0.386
86 C -4.590 -0.800 3.564  -1.198
87 N -3.378 0.016 3.555  1.511
88 C -2.409 0.050 2.630  -0.593
89 N -1.493 0.937 2.966  0.329
90 C -1.968 1.430 4.146  -0.827
91 N -3.109 0.904 4.543  -1.239
92 C -5.368 0.342 1.490  -0.387
93 H -0.107 6.384 -2.387  0.291
94 H -1.522 7.127 -1.642  0.401
95 H -1.042 3.538 -0.572  -0.164
96 H 0.682 6.012 2.316  0.499
97 H -0.623 5.024 -4.272  0.342
98 H -2.086 3.388 -5.407  0.312
99 H -4.126 2.544 -4.266  0.524
100 H -3.345 5.131 -0.965  0.496
101 H -6.367 -0.846 -1.522  0.443
102 H -6.217 -2.968 -0.268  0.421
103 H -5.369 -2.986 2.060  0.334
104 H -4.356 -1.800 3.931  0.316
105 H -5.271 -0.323 4.264  0.394
106 H -2.415 -0.551 1.727  0.132
107 H -1.454 2.192 4.717  0.514
108 H -5.124 1.284 1.966  0.476
109 C 2.253 -6.840 3.509  -0.506
110 C 2.305 -6.382 2.197  -0.665
111 C 2.095 -5.036 1.922  -0.428
112 C 1.816 -4.126 2.947  0.264
113 C 1.803 -4.591 4.261  -0.441
114 C 2.019 -5.939 4.540  -0.691
115 Sb 1.246 -2.114 2.346  -0.592
116 C 0.466 -1.653 4.319  1.413
117 C -0.819 -2.008 4.736  -0.178
118 C -1.265 -1.709 6.019  -0.313
119 C -0.434 -1.040 6.911  -0.739
120 C 0.846 -0.683 6.514  -0.687
121 C 1.291 -0.991 5.231  -0.650
122 C -0.628 -2.918 1.552  1.249
123 C -1.291 -4.069 1.993  -0.412
124 C -2.427 -4.531 1.336  -0.831
125 C -2.905 -3.865 0.208  -0.967
126 C -2.268 -2.718 -0.244  -0.398
127 C -1.141 -2.252 0.430  -0.808
128 H 2.392 -7.893 3.725  0.345
129 H 2.499 -7.078 1.386  0.414
130 H 2.139 -4.690 0.892  0.511
131 H 1.614 -3.902 5.076  0.434
132 H 1.991 -6.288 5.567  0.398
133 H -1.486 -2.524 4.057  -0.063
134 H -2.263 -2.003 6.328  0.321
135 H -0.791 -0.793 7.905  0.328
136 H 1.504 -0.163 7.202  0.432
137 H 2.302 -0.716 4.951  0.244
138 H -0.908 -4.622 2.846  0.510
139 H -2.941 -5.414 1.702  0.367
140 H -3.768 -4.250 -0.326  0.276
141 H -2.640 -2.177 -1.110  0.383
142 H -0.654 -1.350 0.068  0.404